C5H11N3 | ωB97M-V with the def2-TZVPD basis set

XYZ file:
```
19
C5H11N3, DFT ωB97M-V with the def2-TZVPD basis set
C 1.445 -0.575 0.536
C 0.925 0.774 1.112
C -0.532 0.537 -1.545
C -1.278 -0.432 -0.842
C -0.702 -1.620 -0.010
H 1.190 -0.530 -0.793
H 2.446 -0.766 0.929
H 1.947 1.330 0.894
H 0.487 0.720 2.133
H -0.924 2.139 0.845
H -0.404 0.685 -2.559
H -1.950 -0.163 -0.090
H -1.687 -0.891 -1.682
H -1.727 -2.002 0.805
H -0.163 -2.604 -0.608
H 0.074 -0.555 1.706
N -0.188 1.196 0.383
N 0.051 1.531 -0.952
N 0.360 -1.221 0.986
```

Computed properties:
Net charge: 0
Energy above the lowest of the compared OMol25 structures with the same formula, charge and spin: 9.211 eV
Gap between HOMO and LUMO: 8.6 eV
M: 113.16 g/mol
DFT total energy: -9824.6948 eV
LUMO energy: 0.728 eV